The following is a quantum chemistry calculation of one molecule with the formula C5H6N2OS at a distorted geometry, from the Open Molecules 2025 dataset.

The calculation puts the largest force on an atom at 4.1 eV/A. For the energy above the lowest of the compared OMol25 structures with the same formula, charge and spin, the calculation gives 124.7 kcal per mole. The calculation puts the orbital gap (alpha / beta) at 6.617 / 7.210 eV.

Each line ends with the Mulliken charge.
Atoms and positions in Å:
C1 1.0079 0.8509 -0.2641  0.082
C2 2.3683 0.7648 -0.2227  -0.556
C3 -1.1554 -0.3813 -0.0161  0.635
C4 -2.3740 -1.0569 -0.0138  0.054
C5 -3.4524 -0.0442 0.1246  -0.908
N1 -0.0344 -0.0243 -0.1997  -0.141
N2 4.7778 -0.0639 0.1174  -0.525
O1 -2.5216 -2.2768 0.1991  -0.579
S1 3.3014 -0.6673 0.0075  0.163
H1 0.7364 1.8420 -0.4934  0.301
H2 3.1032 1.5584 -0.3159  0.364
H3 -4.5052 -0.5973 0.0708  0.258
H4 -3.5130 0.8192 -0.5129  0.360
H5 -3.1750 0.2149 1.2489  0.244
H6 5.4360 -0.9380 0.2702  0.248

Cartesian forces, eV/Å:
0.046 -0.019 -0.199
0.677 -2.190 0.381
1.846 -1.166 -0.134
-0.393 -0.968 0.069
-2.749 -1.411 2.735
1.023 1.122 -0.173
1.638 -2.122 0.373
0.434 1.275 -0.493
-0.387 -0.033 0.081
-0.996 1.031 -0.128
-0.791 0.592 -0.101
2.276 1.185 0.335
0.530 0.346 -0.217
-1.498 0.220 -2.114
-1.657 2.137 -0.415

=====

The following is a quantum chemistry calculation of a 2-piece molecular cluster, C5H6N2OS overall at a distorted geometry, from the Open Molecules 2025 dataset.

The calculation puts the largest force on an atom at 4.9 eV/A. For the energy above the lowest of the compared OMol25 structures with the same formula, charge and spin, the calculation gives 85.5 kcal per mole. The calculation puts the orbital gap at 9.083 eV.

Each line ends with the Mulliken charge.
Atoms and positions in Å:
C1 2.1582 0.7915 0.5968  -0.730
C2 2.6326 -0.3428 0.0729  0.048
C3 0.7315 0.6298 -1.2777  -0.331
C4 -1.3786 -0.9532 1.1038  -0.020
C5 -2.7610 -0.2559 -0.9230  -0.341
N1 1.0925 1.3362 -0.2265  0.020
N2 -1.7940 -0.6040 -0.2277  -0.115
O1 -1.2838 -0.1515 1.9942  -0.496
S1 1.6891 -0.8399 -1.3692  0.001
H1 2.4276 1.2805 1.5260  0.359
H2 3.4453 -1.1142 0.1147  0.337
H3 -1.1756 -1.9477 1.1588  0.460
H4 -3.8033 -0.2421 -0.6318  0.293
H5 0.5399 2.1838 0.0743  0.280
H6 -2.5205 0.2296 -1.9859  0.235

Cartesian forces, eV/Å:
-0.385 0.202 -0.299
0.349 -2.111 -1.590
-0.926 -0.479 -1.348
-2.622 3.391 -2.371
0.723 1.485 -2.186
0.613 -0.219 1.488
1.404 -0.371 1.970
0.326 0.043 -0.009
-0.208 2.586 1.167
0.088 0.020 -0.305
-0.582 1.516 1.356
0.986 -3.139 0.323
-0.325 -0.185 0.314
1.077 -1.472 -0.569
-0.518 -1.267 2.061

=====

The following is a quantum chemistry calculation of one molecule with the formula C5H6N2S at a distorted geometry, from the Open Molecules 2025 dataset.

The calculation puts the largest force on an atom at 4.5 eV/A. For the energy above the lowest of the compared OMol25 structures with the same formula, charge and spin, the calculation gives 55.9 kcal per mole. The calculation puts the orbital gap at 8.700 eV.

Each line ends with the Mulliken charge.
Atoms and positions in Å:
C1 -2.2648 0.3000 -0.2123  -0.894
C2 -0.8882 0.0091 0.1971  0.447
N1 -0.3811 -1.1118 -0.0622  -0.462
C3 0.8288 -1.5505 0.1424  -0.163
C4 1.9466 -0.7665 -0.0389  -0.155
N2 1.9453 0.5428 -0.4047  -0.521
C5 1.3025 1.5020 0.0323  0.056
S1 -0.1108 1.3175 1.2717  -0.204
H1 -2.3237 -0.2979 -1.1663  0.294
H2 -2.2778 1.3736 -0.4911  0.302
H3 -3.0330 -0.0262 0.5485  0.240
H4 0.9973 -2.6040 0.3268  0.352
H5 2.9670 -1.2310 0.0930  0.291
H6 1.2917 2.5429 -0.2362  0.416

Cartesian forces, eV/Å:
-0.562 0.002 -1.721
0.579 0.233 1.902
-2.892 0.478 -0.731
4.428 0.577 0.365
0.064 -1.947 1.175
1.358 0.722 -0.672
-2.232 -0.150 1.479
0.711 -1.083 -1.048
-0.785 0.558 0.991
-0.695 -0.595 0.434
0.828 0.595 -0.873
-0.235 -0.081 -0.052
-1.259 0.566 -0.493
0.691 0.125 -0.756

=====

The following is a quantum chemistry calculation of one molecule with the formula C5H6N2S at a distorted geometry, from the Open Molecules 2025 dataset.

The calculation puts the largest force on an atom at 1.9 eV/A. For the energy above the lowest of the compared OMol25 structures with the same formula, charge and spin, the calculation gives 90.2 kcal per mole. The calculation puts the orbital gap at 7.725 eV.

Each line ends with the Mulliken charge.
Atoms and positions in Å:
C1 2.1699 1.2012 -0.0822  -0.290
C2 2.6784 -0.0849 -0.0937  -0.273
C3 -0.1330 0.8196 0.2837  0.360
C4 -2.1218 -0.5716 0.7565  -0.329
C5 -1.8964 -0.5735 -0.7111  -0.294
N1 0.8695 1.4347 0.0504  -0.236
N2 -1.3636 0.4784 0.1312  -0.184
S1 1.7900 -1.4805 0.0895  -0.385
H1 2.7912 2.0736 -0.1992  0.379
H2 3.7462 -0.1908 -0.2402  0.288
H3 -3.0829 -0.2627 1.1467  0.234
H4 -1.5817 -1.2918 1.3590  0.267
H5 -1.1753 -1.2779 -1.1106  0.242
H6 -2.6903 -0.2737 -1.3800  0.220

Cartesian forces, eV/Å:
1.613 0.158 -0.334
-0.393 0.113 -0.024
1.678 0.092 -0.074
-0.271 -0.358 0.477
-0.107 -0.370 -0.491
-1.828 -0.469 0.352
-0.477 0.324 -0.110
-0.622 0.082 0.071
0.114 -0.012 0.025
0.120 0.184 0.094
0.006 0.025 -0.046
0.155 0.068 -0.081
0.077 0.092 0.111
-0.064 0.071 0.029

=====

The following is a quantum chemistry calculation of one molecule with the formula C5H6N2S at a distorted geometry, from the Open Molecules 2025 dataset.

The calculation puts the largest force on an atom at 4.6 eV/A. For the energy above the lowest of the compared OMol25 structures with the same formula, charge and spin, the calculation gives 42.8 kcal per mole. The calculation puts the orbital gap at 9.953 eV.

Each line ends with the Mulliken charge.
Atoms and positions in Å:
C1 -2.0650 0.3176 0.2872  -0.159
C2 -1.4658 -0.9205 0.1691  -0.580
C3 -0.1511 -0.6467 0.0754  0.065
N1 -0.0788 0.7214 -0.0308  0.771
N2 -1.2616 1.3171 0.1871  -1.087
C4 1.1376 1.4197 -0.1047  -0.414
S1 2.3429 0.0252 0.3459  -0.133
C5 1.1699 -1.2388 -0.2239  -0.385
H1 -3.1608 0.4658 0.2581  0.381
H2 -1.9680 -1.8874 0.2078  0.362
H3 1.4587 1.9865 -1.0198  0.260
H4 1.1346 2.1558 0.6092  0.346
H5 1.4937 -2.2080 0.4525  0.283
H6 1.4139 -1.5076 -1.2131  0.290

Cartesian forces, eV/Å:
-3.758 -0.220 -0.421
-0.640 -2.171 0.606
1.251 1.219 -1.754
-0.871 -0.330 0.407
1.260 1.078 -0.649
2.294 -1.238 -1.143
-0.208 1.308 -0.370
1.606 -2.592 3.478
0.837 0.119 0.514
0.327 0.402 0.014
-0.818 -1.213 0.099
0.242 1.555 2.175
-1.214 2.291 -1.610
-0.308 -0.208 -1.346

=====

The following is a quantum chemistry calculation of a 2-piece molecular cluster, C5H6N2S overall at a distorted geometry, from the Open Molecules 2025 dataset.

The calculation puts the largest force on an atom at 5.4 eV/A. The multiplicity is 3. For the energy above the lowest of the compared OMol25 structures with the same formula, charge and spin, the calculation gives 73.7 kcal per mole. The calculation puts the orbital gap (alpha / beta) at 6.072 / 6.319 eV.

Each line ends with the Löwdin spin population.
Atoms and positions in Å:
C1 -1.4673 0.7526 -1.7767  0.001
C2 2.6093 -1.1069 -0.5788  0.159
C3 -1.5954 0.8356 -0.5709  0.002
C4 2.2664 1.2733 -0.0758  0.358
C5 -1.4530 0.9528 0.8674  0.006
N1 2.2305 0.2079 -0.6734  0.346
N2 3.2754 -1.5836 0.3975  0.455
S1 1.8532 2.7470 0.2150  0.647
H1 -1.4462 0.8034 -2.7885  0.000
H2 1.9925 -1.8342 -1.3336  0.003
H3 -1.9914 0.0614 1.3390  0.000
H4 -1.9053 1.7978 1.2210  0.001
H5 -0.4539 0.9289 1.1182  0.004
H6 3.1748 -2.5526 0.5612  0.019

Cartesian forces, eV/Å:
-0.577 0.255 3.938
-3.842 0.100 -3.749
0.837 0.000 -2.176
0.974 0.811 -0.834
-2.200 -3.558 -0.734
0.224 -4.307 0.102
1.510 1.204 2.351
-0.453 1.367 0.955
0.063 -0.078 -2.315
1.720 2.094 1.374
0.820 1.121 -0.370
-1.117 2.316 0.964
2.196 -0.069 0.708
-0.157 -1.255 -0.214

=====

The following is a quantum chemistry calculation of an isolated ion of composition C5H6N3 and charge +1 at a distorted geometry, from the Open Molecules 2025 dataset.

The calculation puts the largest force on an atom at 1.7 eV/A. Its total charge is +1. For the energy above the lowest of the compared OMol25 structures with the same formula, charge and spin, the calculation gives 110.9 kcal per mole. The calculation puts the orbital gap (alpha / beta) at 6.552 / 6.115 eV.

Each line ends with the Mulliken charge.
Atoms and positions in Å:
C1 -0.9675 0.0547 -1.4918  -0.456
C2 -0.1831 1.2529 -1.3116  0.099
C3 0.2015 -1.3016 1.2768  -0.264
C4 0.6877 -0.0344 1.5430  -0.069
C5 -0.7998 -1.0622 -0.8497  0.378
N1 -0.2222 -1.7620 0.0478  -0.147
N2 0.4045 1.6330 -0.1839  0.273
N3 0.8080 1.1365 0.9524  -0.852
H1 -1.8329 0.2072 -2.1256  0.343
H2 -0.3604 2.0441 -2.0265  0.362
H3 0.3827 -2.0742 2.0074  0.394
H4 1.1846 0.0116 2.5104  0.323
H5 0.0301 -2.7304 -0.1535  0.330
H6 0.6668 2.6249 -0.1952  0.287

Cartesian forces, eV/Å:
-0.018 -0.739 -0.256
0.210 0.365 0.564
0.118 -0.231 0.324
-0.364 -0.340 -0.154
0.156 0.903 0.306
0.052 -0.447 0.101
-0.315 0.349 -1.637
0.470 0.358 0.873
-0.239 -0.025 0.119
0.114 0.162 0.163
-0.046 -0.038 -0.053
-0.170 -0.078 -0.021
0.080 0.132 -0.206
-0.049 -0.371 -0.124

=====

The following is a quantum chemistry calculation of an isolated ion of composition C5H6N3 and charge +1 at a distorted geometry, from the Open Molecules 2025 dataset.

The calculation puts the largest force on an atom at 5.2 eV/A. The multiplicity is 3. Its total charge is +1. For the energy above the lowest of the compared OMol25 structures with the same formula, charge and spin, the calculation gives 0.0 kcal per mole. The calculation puts the orbital gap (alpha / beta) at 8.075 / 7.205 eV.

Each line ends with the Löwdin spin population.
Atoms and positions in Å:
C1 -1.6770 2.0019 -1.6808  0.102
C2 -0.3230 -0.1805 -1.5807  0.248
C3 -0.9355 0.9380 -1.3360  0.650
C4 0.3078 -0.2421 0.6157  0.018
C5 1.0174 -1.0379 1.6940  0.008
N1 -2.1830 2.9803 -2.0173  0.407
N2 0.1628 -0.8720 -0.5619  0.211
N3 -0.2093 0.9283 0.6778  0.315
H1 -0.0257 -0.6667 -2.5452  0.025
H2 1.1250 -0.3918 2.7072  0.000
H3 0.2903 -1.8464 1.8417  -0.001
H4 1.9801 -1.4568 1.4049  0.001
H5 0.8831 -1.5515 -0.6969  0.004
H6 -0.4130 1.3970 1.4775  0.012

Cartesian forces, eV/Å:
1.641 -2.335 0.040
2.032 -4.009 -2.616
-2.688 3.632 0.412
0.090 2.499 3.889
-1.048 1.692 2.044
-1.239 1.973 -0.445
1.053 -0.222 -1.138
0.739 -2.963 -2.897
-0.667 0.882 0.400
-0.240 -1.643 -2.565
0.447 -0.208 0.540
-0.017 0.148 -0.143
-0.064 -1.076 -0.670
-0.039 1.632 3.149